No. 1
42
Properties=species:S:1:pos:R:3:lowdin_charge:R:1 method="wB97M-V/def2-TZVPD" homo_ev=-9.30 smiles=Fc1ccccc1.Fc1ccccc1.CC#N.CC#N.CC#N de_lowest_ev=0.592 homo_lumo_gap_ev=9.777
F -26.13764 -14.50704 5.30850 0.05
C -24.99173 -14.86348 5.93204 -0.30
C -24.70651 -14.27732 7.13984 -0.02
C -23.53097 -14.68330 7.79278 -0.05
C -22.64644 -15.53895 7.16225 -0.08
C -22.94421 -16.11997 5.93482 -0.05
C -24.13602 -15.75918 5.31157 -0.02
H -25.20255 -13.37462 7.47444 0.09
H -23.29297 -14.30030 8.77676 0.08
H -21.71455 -15.79978 7.65228 0.07
H -22.33081 -16.85712 5.43960 0.11
H -24.41701 -16.19250 4.35994 0.12
F -20.97025 -17.64488 8.89662 0.08
C -21.14084 -16.47670 9.51906 -0.35
C -22.29519 -16.24329 10.23288 -0.03
C -22.52149 -14.97476 10.75831 -0.12
C -21.53448 -14.00692 10.67349 -0.09
C -20.35533 -14.27135 9.97841 -0.07
C -20.14898 -15.51507 9.40678 -0.03
H -23.06616 -17.00437 10.23081 0.13
H -23.45293 -14.74878 11.25723 0.08
H -21.61188 -13.02495 11.12312 0.11
H -19.60253 -13.50520 9.85497 0.11
H -19.27553 -15.66253 8.78393 0.12
C -24.32543 -10.93999 5.60927 -0.05
C -24.44570 -10.72019 7.04398 -0.27
N -24.50634 -10.61740 8.18422 0.15
H -23.99330 -11.96107 5.44109 0.08
H -23.69093 -10.13635 5.22985 0.09
H -25.26021 -10.77512 5.07087 0.09
C -23.80515 -16.37909 14.43019 -0.07
C -23.00043 -15.98222 15.58274 -0.29
N -22.39811 -15.69169 16.51347 0.12
H -24.28495 -17.32067 14.69849 0.08
H -23.15839 -16.53224 13.57050 0.07
H -24.54791 -15.59417 14.29692 0.06
C -25.94202 -12.53563 10.69463 -0.07
C -25.23090 -12.82897 11.92380 -0.27
N -24.63680 -13.11963 12.86105 0.15
H -25.57786 -11.66524 10.15198 0.04
H -26.99392 -12.42966 10.96630 0.09
H -25.87670 -13.33395 9.95297 0.07

No. 2
41
Properties=species:S:1:pos:R:3:lowdin_charge:R:1 method="wB97M-V/def2-TZVPD" homo_ev=-7.75 smiles="Cc1ccc(S(=O)(=O)N=C=O)cc1.COC[C@@H]1CCCN1" de_lowest_ev=2.584 homo_lumo_gap_ev=7.571
C 3.02623 3.37714 -2.23579 -0.05
C 2.18667 2.53351 -1.31546 -0.26
C 1.23726 3.14214 -0.49047 -0.03
C 0.40462 2.38352 0.32781 -0.04
C 0.53269 0.99298 0.31819 -0.30
S -0.58165 0.00879 1.29743 0.75
O -1.79236 0.73491 1.55045 -0.28
O -0.57998 -1.34772 0.82585 -0.28
N 0.33558 -0.00001 2.92772 0.05
C 0.14093 -0.82956 3.79335 -0.35
O -0.03836 -1.62464 4.65908 0.14
C 1.51163 0.36381 -0.45541 -0.04
C 2.33312 1.14368 -1.26593 -0.03
H 3.71476 2.74929 -2.81094 0.08
H 2.39384 3.93266 -2.94245 0.09
H 3.61344 4.11602 -1.67353 0.09
H 1.15127 4.22911 -0.49736 0.12
H -0.32820 2.86313 0.97454 0.12
H 1.63385 -0.71728 -0.41581 0.12
H 3.10328 0.67323 -1.87808 0.12
C 3.10015 0.82529 6.91018 -0.11
O 2.64736 -0.49504 6.60500 -0.19
C 3.69114 -1.43788 6.62480 -0.22
C 3.09457 -2.81010 6.31959 -0.35
C 4.13724 -3.93595 6.35819 -0.14
C 3.69565 -4.90767 5.24858 -0.16
C 2.82984 -4.06217 4.29078 -0.22
N 2.58832 -2.83461 4.98905 -0.03
H 2.20876 1.45858 6.89448 0.08
H 3.57253 0.89998 7.90785 0.09
H 3.82487 1.20026 6.16532 0.09
H 4.44291 -1.20919 5.84143 0.13
H 4.18828 -1.49268 7.61781 0.13
H 2.29648 -3.00538 7.06786 0.15
H 5.11465 -3.50299 6.11973 0.11
H 4.19306 -4.39237 7.34972 0.11
H 4.54475 -5.37124 4.74191 0.10
H 3.07878 -5.69740 5.68738 0.10
H 3.38342 -3.86791 3.35794 0.10
H 1.89896 -4.57786 4.00491 0.11
H 1.74645 -2.30290 4.78515 0.07

No. 3
6
Properties=species:S:1:pos:R:3:lowdin_spin:R:1 method="wB97M-V/def2-TZVPD" homo_ev="-7.27 / -9.28" spin_multiplicity=3 s2=2.01 de_lowest_ev=0.067 homo_lumo_gap_ev="7.600 / 6.515"
N -1.32423 0.05393 -0.07622 0.02
P 1.56789 0.93701 0.00961 0.79
S 3.31158 -0.27539 0.08055 0.96
S 0.18756 -0.62729 -0.10378 0.22
H -2.08515 -0.04252 -0.74463 0.00
H -1.65766 -0.04575 0.83447 0.00

No. 4
14
Properties=species:S:1:pos:R:3:lowdin_charge:R:1 method="wB97M-V/def2-TZVPD" homo_ev=-15.29 smiles="C=[N+]=CC1CC1" total_charge=+1 de_lowest_ev=4.266 homo_lumo_gap_ev=10.088
C 1.29310 -2.77857 -0.86025 0.18
N 1.03314 -1.62231 -0.40854 0.10
C 0.38837 -0.57975 -0.09090 0.12
C 0.16084 1.10619 -0.12207 -0.16
C -1.24151 1.42311 -0.10868 -0.15
C -0.52587 1.56163 1.16651 -0.10
H 1.97049 -3.31913 -0.30680 0.09
H 0.94137 -3.18616 -1.76161 0.11
H -0.63797 -0.96627 0.23233 0.17
H 0.93651 1.76426 -0.54478 0.15
H -1.90799 0.68675 -0.24461 0.08
H -1.42940 2.34403 -0.60046 0.13
H -0.31491 2.61726 1.52826 0.14
H -0.66617 0.94896 2.12161 0.14

No. 5
111
Properties=species:S:1:pos:R:3:lowdin_charge:R:1 method="wB97M-V/def2-TZVPD" homo_ev=-12.32 total_charge=+1 de_lowest_ev=1.177 homo_lumo_gap_ev=10.132
C 3.09394 0.05824 -2.83379 -0.05
C 2.48794 -0.39876 -1.48379 -0.20
C 1.03294 -1.04076 -1.55479 -0.15
C 0.38194 -1.39376 -0.21779 -0.10
N -0.33506 -0.32976 0.56121 -0.21
C 0.57494 0.57524 1.29621 -0.07
C -0.08806 0.91724 2.63421 -0.15
C -1.22106 -0.05276 2.81021 -0.14
C -1.12206 -0.99476 1.54821 -0.14
C -1.28306 0.40624 -0.29379 -0.10
C -2.35106 -0.29976 -1.21079 -0.19
C -3.07906 0.74124 -1.95979 -0.08
H 2.77194 0.87024 -3.29179 0.01
H 2.89494 -0.78676 -3.41279 0.06
H 4.05894 0.26924 -2.39579 0.08
H 2.67494 0.41024 -0.92479 0.04
H 3.07794 -1.29176 -1.02779 0.12
H 1.06494 -1.99076 -2.00379 0.08
H 0.53194 -0.36876 -2.24279 0.10
H 1.08594 -2.09576 0.35421 0.15
H -0.53606 -2.25376 -0.53079 0.18
H 0.89594 1.48024 0.75721 0.14
H 1.38194 -0.03376 1.64721 0.12
H -0.45706 2.00824 2.84021 0.15
H 0.56094 0.76824 3.54021 0.11
H -2.19506 0.52224 2.62921 0.12
H -1.35206 -0.67576 3.64521 0.09
H -2.03806 -1.38776 1.15021 0.10
H -0.69106 -2.05276 2.10821 0.19
H -0.72006 1.12624 -0.67879 0.07
H -1.84006 1.12124 0.15421 0.09
H -3.09506 -0.98276 -0.83279 0.09
H -1.72506 -1.01176 -1.74979 0.10
H -2.47006 1.43624 -2.74279 0.13
H -3.44606 1.52224 -1.29779 0.06
H -3.90106 0.19324 -2.45079 0.09
O 1.38694 -4.64776 -3.31079 0.05
H 1.22394 -3.97676 -3.91379 0.02
H 1.46994 -5.42576 -3.73079 -0.01
O -3.55606 3.32724 0.71921 -0.04
H -4.21306 2.60524 0.70421 0.04
H -4.14606 4.03024 0.93821 0.05
O 3.97994 0.62324 3.10221 -0.01
H 4.70994 0.87524 3.53321 -0.01
H 3.70194 1.40924 2.51021 0.14
O 1.73794 -4.20776 1.98621 -0.07
H 0.80094 -4.06476 1.95621 -0.04
H 2.05194 -3.38076 2.39921 -0.02
O -1.15406 4.00224 -0.11879 -0.13
H -2.08606 3.89124 0.10721 -0.05
H -0.87806 4.94124 0.38421 0.16
O 3.30394 -4.15576 -1.09279 0.02
H 2.65294 -4.46476 -1.62179 -0.04
H 3.81694 -4.91176 -0.87079 0.06
O -4.79106 0.55324 1.70921 -0.02
H -5.32106 1.30924 2.00821 0.08
H -5.49306 -0.00576 1.47621 0.04
O 5.88494 -0.23776 0.48121 -0.08
H 5.66094 -1.18276 0.17121 0.02
H 5.91294 -0.48876 1.37621 0.00
O 2.65294 1.39224 5.44321 0.07
H 3.13394 1.28724 4.71221 -0.07
H 3.30394 1.37124 6.03621 0.00
O -2.54006 -3.46776 -0.26379 -0.11
H -1.93506 -3.90576 -0.99579 0.15
H -2.51606 -3.79876 0.66221 0.05
O -2.22306 3.14824 -4.58079 -0.14
H -3.03806 3.01824 -3.96279 0.05
H -1.90006 4.15024 -4.69079 0.14
O 3.89294 3.32324 -4.62379 -0.01
H 4.10594 2.43924 -4.91779 0.04
H 4.51794 3.95624 -4.48879 -0.02
O 0.22894 0.10124 6.38121 -0.06
H 0.24994 0.08124 7.35621 0.07
H 0.87394 0.70424 6.02321 -0.02
O -0.00506 -0.63476 -5.01979 -0.06
H 0.85494 -1.05176 -4.79879 0.03
H 0.24694 0.20924 -4.70579 -0.06
O -1.11906 -4.54476 2.16521 -0.01
H -1.41306 -4.55776 3.03221 0.03
H -0.79506 -5.43276 2.20021 0.07
O 0.17194 2.02424 -4.58379 -0.08
H -0.68906 2.29124 -4.63579 -0.09
H 0.37694 2.29624 -3.56379 0.10
O -5.18706 2.64124 -3.98379 -0.07
H -5.68706 3.29424 -4.59079 0.13
H -5.13306 1.77824 -4.37679 0.05
O -4.22506 -1.34976 3.62821 -0.12
H -4.35506 -0.80576 4.46421 0.07
H -4.42406 -0.62376 2.96221 -0.01
O 5.84694 2.25424 -0.85179 -0.09
H 5.75294 1.36524 -0.39579 0.00
H 6.08594 2.01324 -1.73679 0.01
O 2.79594 -2.16176 3.50921 -0.09
H 3.47194 -2.75776 3.96721 0.10
H 3.22494 -1.27676 3.43121 0.02
O 1.14494 2.73924 -1.83979 -0.06
H 2.10394 2.72724 -1.90379 0.05
H 0.66694 3.12624 -1.05879 0.04
O 5.53794 -2.56876 -0.60179 0.00
H 4.65194 -3.01976 -0.92779 0.09
H 6.14494 -2.67676 -1.18679 -0.04
O -6.03406 3.55224 -1.52379 -0.05
H -5.55906 2.97824 -2.07279 -0.05
H -6.15006 4.36624 -2.04879 0.05
O -0.93706 2.70324 5.76421 -0.10
H -1.69606 3.19624 6.08721 0.03
H -0.70106 1.73324 5.90121 0.02
O -5.13906 -3.07176 -1.09579 -0.18
H -5.72506 -2.57276 -0.41079 0.06
H -4.19706 -3.38376 -0.72979 0.03

No. 6
71
Properties=species:S:1:pos:R:3:lowdin_charge:R:1 method="wB97M-V/def2-TZVPD" homo_ev=-11.03 total_charge=+1 homo_lumo_gap_ev=9.173
Tl -0.42231 -0.07271 -0.21348 0.81
N -1.24692 -1.95778 3.87016 0.19
C -0.86663 -1.57756 2.63207 -0.53
O -0.42840 -0.45307 2.41000 -0.04
C -0.95651 -2.61820 1.53558 -0.20
C -1.33944 -2.03970 0.18115 -0.26
H -1.27177 -1.26906 4.60212 0.12
H -1.68811 -2.84402 4.03195 0.11
H -1.66584 -3.39226 1.84066 0.11
H 0.02768 -3.08985 1.47934 0.12
H -2.40200 -1.80051 0.15920 0.05
H -1.11971 -2.72934 -0.62808 0.05
C 3.85830 1.32538 -2.92191 -0.07
N 2.58701 0.61063 -3.10011 -0.03
C 1.32938 1.02342 -2.90259 -0.84
S 0.05984 -0.16534 -2.93988 0.61
N 1.01417 2.29923 -2.72537 0.00
C 1.87658 3.47513 -2.60458 -0.04
H 4.65379 0.59223 -3.01351 0.09
H 3.93223 1.76809 -1.93206 0.06
H 4.01076 2.08572 -3.68310 0.08
H 2.64006 -0.38474 -3.22230 0.11
H 0.02560 2.45334 -2.61208 0.09
H 2.58193 3.38084 -1.78377 0.08
H 1.23084 4.32374 -2.39664 0.10
H 2.41547 3.67893 -3.52623 0.09
C 5.82469 -2.50466 2.00742 -0.10
C 5.42966 -2.78130 3.46160 -0.25
C 4.30496 -1.90102 4.01370 -0.19
C 2.91378 -2.17557 3.43503 -0.16
N 2.69956 -1.67256 2.07616 0.02
C 2.47523 -0.39988 1.74558 -0.76
S 2.31363 0.00597 0.06780 0.68
N 2.44016 0.50119 2.71609 0.05
C 2.09136 1.92201 2.55574 -0.17
C 3.30113 2.84249 2.40747 -0.19
C 3.95428 3.26697 3.72243 -0.25
C 4.55663 2.12278 4.53961 -0.11
H 6.75148 -3.02442 1.75716 0.08
H 5.98620 -1.43482 1.84070 0.08
H 5.06939 -2.84399 1.29439 0.06
H 6.30638 -2.62751 4.09333 0.11
H 5.14685 -3.83336 3.57430 0.11
H 4.56371 -0.84739 3.85371 0.09
H 4.23778 -2.05120 5.09468 0.12
H 2.14241 -1.74715 4.08042 0.12
H 2.73461 -3.24997 3.40508 0.13
H 2.81580 -2.29085 1.29482 0.11
H 2.60863 0.18114 3.65476 0.11
H 1.49330 2.20410 3.42409 0.14
H 1.45527 1.99564 1.68279 0.07
H 2.97566 3.74077 1.87529 0.11
H 4.03458 2.34187 1.76708 0.11
H 3.21691 3.79950 4.33087 0.11
H 4.74363 3.98500 3.49121 0.11
H 3.78600 1.47460 4.97320 0.06
H 5.14139 2.51019 5.37559 0.08
H 5.22275 1.50861 3.92504 0.07
O -1.70861 2.61472 1.15274 0.14
B -1.24704 2.03118 -0.00902 -0.59
O -1.61481 2.77956 -1.12549 0.09
C -2.34475 3.85546 -0.62363 -0.19
C -2.96091 4.87103 -1.31240 0.01
C -3.64061 5.81384 -0.54126 -0.07
C -3.68681 5.71753 0.84768 -0.07
C -3.05981 4.67276 1.52541 0.02
C -2.39663 3.75466 0.74889 -0.19
H -2.93029 4.92610 -2.39505 0.13
H -4.14746 6.63352 -1.03440 0.11
H -4.22544 6.46729 1.41274 0.11
H -3.09573 4.57933 2.60429 0.13

| no. | molecular weight (g/mol) |
| --- | --- |
| 1 | 315.37 |
| 2 | 312.39 |
| 3 | 111.13 |
| 4 | 82.13 |
| 5 | 620.70 |
| 6 | 687.90 |